[1]
The following is a DFT calculation (ωB97M-V/def2-TZVPD) of a molecular structure, C34H43B2CoF2N5O2.

Positions of all 89 atoms, in Å:
Co: -0.50 0.60 -0.34
C: -3.60 -0.88 2.38
C: -4.07 0.56 2.15
C: -4.37 0.79 0.67
C: -3.16 1.65 2.70
C: -3.80 2.74 3.30
C: -3.09 3.75 3.92
C: -1.70 3.67 3.95
C: -1.02 2.62 3.34
C: 0.49 2.56 3.46
C: 0.89 2.01 4.84
C: 1.19 3.91 3.25
C: -1.76 1.61 2.66
N: -1.07 0.63 1.93
C: -0.50 -0.34 2.64
O: -0.70 -0.64 3.83
C: 0.56 -1.11 1.88
C: 1.11 -2.29 2.35
C: 2.11 -2.88 1.60
C: 2.54 -2.29 0.42
C: 1.91 -1.12 0.02
N: 0.96 -0.55 0.75
C: 2.24 -0.41 -1.28
O: 3.31 -0.70 -1.86
N: 1.30 0.45 -1.63
C: 1.49 1.22 -2.79
C: 2.29 2.37 -2.77
C: 2.43 3.13 -3.92
C: 1.77 2.78 -5.09
C: 0.96 1.66 -5.11
C: 0.80 0.87 -3.97
C: -0.05 -0.38 -3.98
C: -1.20 -0.33 -4.99
C: 0.81 -1.62 -4.21
C: 3.02 2.78 -1.50
C: 4.50 2.37 -1.57
C: 2.89 4.27 -1.19
H: -4.46 -1.56 2.32
H: -3.12 -1.00 3.36
H: -2.88 -1.20 1.62
H: -5.01 0.67 2.70
H: -3.45 0.76 0.10
H: -4.84 1.76 0.51
H: -5.03 0.01 0.27
H: -4.88 2.76 3.31
H: -3.60 4.58 4.39
H: -1.14 4.44 4.47
H: 0.85 1.88 2.69
H: 0.57 2.70 5.62
H: 1.97 1.89 4.90
H: 0.42 1.04 5.01
H: 0.94 4.62 4.04
H: 0.94 4.35 2.29
H: 2.27 3.76 3.28
H: 0.75 -2.70 3.28
H: 2.55 -3.82 1.92
H: 3.31 -2.71 -0.21
H: 3.05 4.02 -3.91
H: 1.88 3.39 -5.98
H: 0.43 1.40 -6.01
H: -0.49 -0.48 -2.99
H: -0.84 -0.38 -6.02
H: -1.80 0.57 -4.87
H: -1.85 -1.20 -4.83
H: 1.21 -1.62 -5.24
H: 0.22 -2.53 -4.07
H: 1.66 -1.65 -3.53
H: 2.55 2.23 -0.68
H: 5.01 2.93 -2.36
H: 4.59 1.30 -1.78
H: 5.00 2.59 -0.62
H: 3.42 4.88 -1.93
H: 3.32 4.49 -0.21
H: 1.84 4.58 -1.19
B: -2.13 -3.93 -1.19
C: -1.61 -2.45 -0.92
N: -1.24 -1.38 -0.73
H: -1.80 -4.24 -2.32
H: -1.60 -4.67 -0.37
H: -3.34 -3.94 -1.06
F: -1.93 2.97 -1.98
B: -1.87 1.61 -1.75
F: -2.79 1.02 -2.58
C: -1.28 4.91 0.44
C: -0.48 3.71 0.32
N: 0.03 2.70 0.17
H: -0.65 5.79 0.58
H: -1.95 4.80 1.31
H: -1.87 5.02 -0.47

multiplicity	4
total charge	-2
relative energy (zero: lowest compared OMol25 entry of this formula, charge and spin)	0.0	kcal/mol
LUMO level (spin up / spin down)	4.288 / 4.284	eV
DFT total energy	-91923.541	eV
HOMO energy (spin up / spin down)	-0.06577 / -0.10674	Eh
frontier orbital gap (spin up / spin down)	6.08 / 7.19	eV

---

[2]
The following is a DFT calculation (ωB97M-V/def2-TZVPD) of a molecular structure, C34H43BrF4N2O3PS2SiTl.

Positions of all 92 atoms, in Å:
Tl: -0.46 0.30 0.25
F: -7.13 3.75 0.21
C: -5.88 3.48 -0.10
C: -5.02 4.49 -0.47
F: -5.44 5.74 -0.52
C: -3.70 4.19 -0.77
F: -2.90 5.19 -1.14
C: -3.21 2.89 -0.71
P: -1.44 2.60 -0.98
C: -0.58 3.86 -0.01
C: 0.00 4.99 -0.59
C: 0.68 5.90 0.21
C: 0.78 5.69 1.58
C: 0.20 4.57 2.16
C: -0.48 3.66 1.37
C: -1.09 2.87 -2.71
C: -2.11 2.97 -3.65
C: -1.79 3.15 -4.99
C: -0.46 3.21 -5.38
C: 0.56 3.09 -4.44
C: 0.25 2.91 -3.11
C: -4.11 1.88 -0.37
Br: -3.61 0.06 -0.36
C: -5.43 2.17 -0.07
F: -6.27 1.20 0.27
H: -0.09 5.16 -1.65
H: 1.12 6.78 -0.24
H: 1.32 6.40 2.20
H: 0.27 4.42 3.23
H: -0.96 2.80 1.82
H: -3.15 2.91 -3.35
H: -2.58 3.24 -5.73
H: -0.22 3.32 -6.43
H: 1.59 3.14 -4.75
H: 1.04 2.80 -2.37
C: -2.02 -3.47 -1.32
C: -1.28 -3.37 0.00
C: -2.23 -3.07 1.15
C: -0.51 -4.65 0.29
O: -0.35 -2.21 -0.09
Si: 1.21 -2.32 -0.70
S: 1.63 -0.18 -0.90
O: 1.19 -3.03 -2.12
C: 2.21 -3.60 -3.00
C: 2.54 -5.00 -2.49
C: 3.45 -2.71 -2.97
C: 1.59 -3.64 -4.38
O: 2.26 -3.00 0.30
C: 2.81 -2.83 1.62
C: 1.72 -2.34 2.57
C: 3.32 -4.19 2.05
C: 3.95 -1.82 1.55
H: -2.75 -4.28 -1.27
H: -1.33 -3.67 -2.14
H: -2.56 -2.54 -1.54
H: -2.76 -3.98 1.43
H: -2.97 -2.33 0.87
H: -1.67 -2.71 2.02
H: -1.20 -5.49 0.30
H: -0.01 -4.59 1.26
H: 0.25 -4.84 -0.48
H: 2.90 -4.96 -1.46
H: 3.32 -5.44 -3.11
H: 1.66 -5.64 -2.54
H: 3.91 -2.71 -1.98
H: 3.18 -1.68 -3.24
H: 4.18 -3.07 -3.70
H: 0.69 -4.25 -4.37
H: 2.29 -4.07 -5.09
H: 1.33 -2.63 -4.70
H: 0.94 -3.09 2.70
H: 1.25 -1.44 2.17
H: 2.16 -2.12 3.55
H: 2.50 -4.91 2.07
H: 3.77 -4.14 3.04
H: 4.07 -4.55 1.35
H: 3.60 -0.87 1.15
H: 4.74 -2.19 0.90
H: 4.37 -1.67 2.54
C: -1.38 1.76 5.54
N: -0.10 1.58 4.86
C: 1.14 1.99 5.33
C: 2.06 1.63 4.41
N: 1.37 1.00 3.39
C: 0.06 0.97 3.67
S: -1.26 0.32 2.77
H: -1.20 2.19 6.51
H: -1.88 0.80 5.66
H: -2.02 2.42 4.96
H: 1.26 2.50 6.27
H: 3.12 1.77 4.39
H: 1.80 0.58 2.58

total charge	+2
relative energy (zero: lowest compared OMol25 entry of this formula, charge and spin)	5.7	kcal/mol
LUMO level	-7.208	eV
DFT total energy	-169513.382	eV
HOMO energy	-0.51181	Eh
frontier orbital gap	6.72	eV

---

[3]
The following is a DFT calculation (ωB97M-V/def2-TZVPD) of a molecular structure, C34H43CaIN8O3S3 in a non-equilibrium geometry.

Positions of all 93 atoms, in Å:
Ca: -0.80 -0.61 -0.52
C: -5.15 -0.20 -4.88
S: -4.74 -1.63 -3.81
C: -3.76 -0.80 -2.58
S: -2.36 0.09 -3.26
N: -3.89 -1.28 -1.39
N: -3.08 -1.08 -0.38
C: -3.56 -1.63 0.77
C: -3.04 -1.49 2.04
C: -3.61 -2.21 3.15
C: -3.14 -2.01 4.41
C: -2.11 -1.07 4.63
C: -1.58 -0.46 3.51
N: -1.96 -0.67 2.27
H: -5.79 -0.55 -5.68
H: -4.22 0.19 -5.29
H: -5.65 0.57 -4.30
H: -4.47 -2.23 0.66
H: -4.41 -2.91 2.97
H: -3.55 -2.56 5.25
H: -1.75 -0.84 5.62
H: -0.76 0.26 3.63
C: 3.66 -0.04 7.17
C: 3.15 0.03 5.75
C: 2.09 -0.76 5.34
C: 1.68 -0.76 4.02
C: 2.33 0.05 3.10
C: 3.36 0.88 3.50
C: 3.77 0.87 4.82
S: 1.95 -0.17 1.35
O: 1.98 -1.62 1.21
O: 2.97 0.54 0.62
N: 0.49 0.27 0.98
C: -0.19 1.37 1.27
C: 0.15 2.32 2.27
C: -0.74 3.33 2.56
C: -1.94 3.42 1.87
C: -2.16 2.49 0.87
N: -1.33 1.52 0.57
H: 3.20 -0.88 7.69
H: 3.42 0.88 7.71
H: 4.74 -0.17 7.18
H: 1.59 -1.40 6.06
H: 0.87 -1.39 3.69
H: 3.85 1.49 2.76
H: 4.59 1.50 5.14
H: 1.08 2.21 2.80
H: -0.50 4.05 3.34
H: -2.66 4.19 2.09
H: -3.07 2.52 0.27
N: 0.78 -4.64 0.61
C: -0.26 -3.72 0.71
N: -0.28 -3.05 1.89
O: -1.12 -3.63 -0.15
H: 1.63 -4.35 1.07
H: 0.93 -4.96 -0.33
H: 0.63 -2.83 2.25
H: -0.94 -2.27 1.89
C: 3.38 2.75 -5.24
C: 2.38 2.43 -4.15
C: 1.76 3.46 -3.46
C: 0.87 3.14 -2.44
C: 0.21 4.24 -1.65
C: 0.61 1.82 -2.15
C: 1.17 0.72 -2.85
C: 2.10 1.11 -3.86
N: 0.74 -0.49 -2.47
C: 1.14 -1.78 -2.98
C: 2.06 -1.89 -4.21
C: -0.14 -2.56 -3.33
C: 1.86 -2.51 -1.84
H: 3.41 3.83 -5.42
H: 3.11 2.25 -6.17
H: 4.38 2.42 -4.95
H: 1.99 4.50 -3.68
H: 0.68 5.20 -1.86
H: 0.28 4.04 -0.58
H: -0.85 4.34 -1.90
H: -0.03 1.58 -1.31
H: 2.65 0.39 -4.43
H: 1.65 -1.36 -5.07
H: 2.15 -2.94 -4.49
H: 3.06 -1.52 -3.99
H: -0.67 -2.05 -4.13
H: -0.80 -2.62 -2.46
H: 0.09 -3.58 -3.66
H: 2.74 -1.95 -1.52
H: 2.17 -3.52 -2.14
H: 1.19 -2.57 -0.99
I: -3.72 3.16 -4.22
C: -2.74 1.75 -2.73
H: -1.81 2.28 -2.52
H: -3.44 1.75 -1.91

total charge	-2
LUMO level	3.770	eV
DFT total energy	-113067.054	eV
HOMO energy	0.01796	Eh
frontier orbital gap	3.28	eV